Record 1
Here is C23H26FeNO3 as an isolated structure at a distorted geometry from OMol25. Energies are from ωB97M-V with the def2-TZVPD basis set.

Last column: Löwdin spin population.
Cartesian coordinates (Å):
O (2.70, -2.27, 0.58)  -0.02
C (1.85, -1.48, 0.66)  -0.02
Fe (0.73, -0.26, 1.20)  1.43
C (2.03, 0.84, 1.83)  0.07
O (2.96, 1.39, 2.26)  0.04
C (0.48, -1.06, 2.76)  0.00
O (0.24, -1.63, 3.76)  -0.01
C (-0.98, -1.18, 0.82)  0.01
C (-2.33, -0.88, 1.47)  0.02
C (-2.53, 0.51, 2.14)  0.05
C (-1.32, 1.36, 2.18)  0.27
C (-0.48, 1.59, 1.11)  0.00
C (-0.53, 0.97, -0.19)  0.17
C (-0.61, -0.39, -0.34)  -0.02
H (-0.79, -2.26, 0.75)  0.00
H (-3.11, -0.96, 0.69)  0.00
H (-2.55, -1.68, 2.20)  0.00
H (-3.33, 1.03, 1.59)  0.02
H (-2.94, 0.36, 3.16)  0.01
H (-1.04, 1.87, 3.07)  0.02
H (0.17, 2.48, 1.15)  0.00
H (-0.32, 1.62, -1.04)  0.01
H (-0.36, -0.88, -1.28)  0.00
C (0.84, 5.01, 4.39)  0.15
C (1.52, 3.79, 4.24)  0.00
C (0.90, 2.60, 4.59)  0.12
C (-0.45, 2.59, 5.04)  0.08
C (-1.19, 1.34, 5.07)  0.50
C (-2.47, 1.22, 5.60)  0.48
N (-2.92, 0.21, 6.36)  0.28
C (-4.34, 0.23, 6.66)  0.03
C (-4.87, -0.86, 7.59)  0.00
C (-4.06, -2.15, 7.52)  0.00
C (-2.60, -1.83, 7.82)  0.00
C (-1.99, -0.80, 6.85)  0.03
C (-1.09, 3.83, 5.29)  0.13
C (-0.45, 5.02, 4.95)  -0.01
H (1.32, 5.94, 4.08)  0.01
H (2.54, 3.78, 3.84)  0.00
H (1.44, 1.65, 4.55)  0.01
H (-0.67, 0.44, 4.69)  0.02
H (-3.18, 2.05, 5.46)  0.04
H (-4.60, 1.21, 7.08)  0.01
H (-4.89, 0.15, 5.70)  0.01
H (-4.87, -0.48, 8.62)  0.00
H (-5.91, -1.05, 7.31)  0.00
H (-4.44, -2.85, 8.27)  0.00
H (-4.17, -2.62, 6.54)  0.00
H (-2.52, -1.46, 8.84)  0.00
H (-2.00, -2.74, 7.76)  0.00
H (-1.55, -1.35, 6.00)  0.01
H (-1.14, -0.31, 7.36)  0.01
H (-2.08, 3.83, 5.74)  0.02
H (-0.96, 5.97, 5.11)  0.00

Computed properties:
Total charge   -1
Energy   -2435.99681 Eh
2S+1   5
HOMO energy (spin up / spin down)   -0.03810 / -0.12584 Eh
⟨S²⟩   6.148
Molecular weight   420.3 Da


Record 2
Here is a 2-piece molecular cluster, C5H10O overall at a distorted geometry from OMol25. Energies are from ωB97M-V with the def2-TZVPD basis set.

Last column: Mulliken charge in e.
Cartesian coordinates (Å):
C (0.23, 0.44, -2.14)  -0.71
C (0.81, 0.07, -0.94)  0.00
C (0.35, 0.46, 0.48)  0.39
C (-0.51, 1.54, 0.78)  -0.74
C (0.98, -0.39, 1.65)  -1.14
H (-0.80, 0.79, -2.16)  0.25
H (0.83, 0.45, -3.04)  0.24
H (1.88, -0.19, -0.88)  0.25
H (-0.81, 1.72, 1.84)  0.27
H (-1.02, 2.08, -0.11)  0.19
H (2.00, -0.09, 1.85)  0.35
H (0.80, -1.53, 1.51)  0.26
H (0.44, -0.13, 2.57)  0.38
O (-1.79, -2.02, -0.27)  -0.66
H (-1.17, -1.32, -0.08)  0.36
H (-2.22, -1.87, -1.05)  0.30

Computed properties:
Relative energy (zero: lowest compared OMol25 entry of this formula, charge and spin)   226.8 kJ/mol
Total charge   0
Energy   -271.66624 Eh
2S+1   1
SMILES   C=CC(=C)C.O
HOMO energy   -0.33260 Eh
Molecular weight   86.1 Da


Record 3
Here is a 7-piece molecular cluster, H12IO6 overall at a distorted geometry from OMol25. Energies are from ωB97M-V with the def2-TZVPD basis set.

Last column: Mulliken charge in e.
Cartesian coordinates (Å):
I (14.47, -20.37, -9.84)  -0.71
O (16.82, -18.45, -11.79)  -0.63
H (16.12, -18.83, -11.33)  0.19
H (17.44, -19.13, -11.63)  0.31
O (13.40, -17.20, -11.24)  -0.61
H (13.60, -17.83, -10.52)  0.24
H (14.23, -16.73, -11.29)  0.31
O (11.08, -19.32, -9.22)  -0.60
H (11.82, -19.92, -9.41)  0.26
H (10.88, -19.62, -8.35)  0.29
O (14.84, -22.73, -12.37)  -0.59
H (15.51, -23.09, -11.85)  0.33
H (14.65, -21.99, -11.84)  0.23
O (16.58, -21.99, -7.63)  -0.57
H (16.60, -21.52, -6.85)  0.28
H (16.07, -21.40, -8.20)  0.22
O (13.40, -23.29, -8.09)  -0.60
H (13.31, -22.97, -8.97)  0.33
H (13.68, -22.52, -7.60)  0.32

Computed properties:
Relative energy (zero: lowest compared OMol25 entry of this formula, charge and spin)   71.2 kJ/mol
Total charge   -1
Energy   -756.44279 Eh
2S+1   1
HOMO energy   -0.20578 Eh
Molecular weight   235.0 Da